78
Properties=species:S:1:pos:R:3:forces:R:3 method="wB97M-V/def2-TZVPD" total_charge=-1 homo_ev=-4.131
Ga -2.1126 3.9526 -1.5604 0.06 0.07 0.93
S 3.5689 -1.9165 0.1637 -0.12 -0.11 -0.02
S 5.9614 -7.1590 -1.1237 0.03 0.00 -0.04
S 2.5401 1.3706 4.2379 -0.13 -0.08 -0.04
S -5.2611 1.3110 2.8949 0.05 0.01 -0.11
F -4.1492 4.8534 -5.1903 -0.07 0.06 0.40
F -2.0624 3.3143 -4.4589 0.19 0.12 -0.20
F -4.4282 5.5620 -3.1057 0.22 -0.43 -0.39
F -1.8150 5.5006 -3.9844 0.27 -0.28 -0.38
O -4.0693 -1.3846 -2.3880 0.56 0.18 0.45
O -4.4503 1.7681 1.7402 -0.32 -0.33 0.59
O 5.2924 -6.2568 -0.1514 0.05 -0.14 0.02
O -2.0138 -1.4565 -3.3608 -0.74 0.09 0.83
O 3.3820 1.7685 3.0856 0.14 -0.02 0.07
O 2.0879 -1.9273 0.2625 -0.06 -0.14 0.11
C -3.9176 4.5348 -3.8598 0.08 0.02 -0.27
C 5.7705 -8.8353 -0.5018 -0.04 -0.10 0.01
C -2.7382 -1.5918 -2.4008 0.73 -0.10 -1.10
C 2.4248 2.7914 5.3346 0.03 0.11 0.07
C 0.6605 2.8776 -2.2960 0.12 -0.28 0.17
C -4.2008 0.2622 3.9048 0.04 -0.03 0.12
C -3.6081 2.8091 -0.7478 0.71 0.02 -0.70
C 4.0484 -3.5988 -0.2464 0.09 0.10 0.01
C -2.4341 4.3239 -3.5823 -0.68 0.46 0.73
C 3.5848 0.3921 5.3318 0.06 -0.02 0.11
C 2.0296 1.0307 -1.1469 -0.25 -0.26 -0.23
C -3.5439 1.3549 -1.2513 -0.41 0.14 0.05
C -0.3581 2.9947 -1.1465 -0.27 0.08 -0.65
C 4.8408 -7.3454 -2.5158 -0.07 -0.04 -0.06
C -5.3252 2.6806 4.0609 0.01 0.05 0.13
C 1.2588 1.4706 -2.4028 0.28 0.43 0.01
C 4.1863 -1.9544 1.8526 0.08 0.02 0.16
C -4.8023 0.9018 -1.9939 0.36 -0.16 -0.20
C -4.5159 -0.1745 -3.0249 -0.65 0.56 -0.31
H 1.4789 3.5861 -2.1420 0.06 0.12 -0.04
H 4.7782 -6.3857 -3.0241 0.03 0.02 0.03
H 1.8411 3.5552 4.8254 -0.01 -0.03 -0.05
H -5.5747 0.5519 -1.3092 -0.09 0.09 0.13
H -5.8078 2.3531 4.9827 -0.01 -0.01 -0.01
H -5.2095 1.7473 -2.5534 -0.12 0.07 -0.02
H 3.0598 0.7768 -1.3938 0.17 0.11 0.06
H 0.0832 3.5070 -0.2930 0.04 -0.02 0.15
H 1.9389 1.4434 -3.2586 -0.03 -0.05 -0.14
H 4.5045 0.9378 5.5446 -0.01 0.03 -0.05
H 5.2351 -8.0965 -3.2004 0.02 0.01 0.00
H 4.7205 -9.0243 -0.2791 -0.01 0.05 0.00
H -2.1421 5.3820 -0.7918 0.00 0.08 -0.21
H 3.8193 -0.5401 4.8221 -0.03 0.01 -0.04
H -4.4690 3.6177 -3.6454 -0.13 0.10 0.04
H 5.1308 -3.6965 -0.1992 0.02 -0.03 0.00
H 3.6988 -2.7635 2.3985 -0.04 -0.01 -0.07
H -5.4234 -0.4003 -3.5823 -0.04 -0.31 -0.02
H 3.5794 -4.2985 0.4422 -0.02 0.03 0.03
H -3.3883 2.8067 0.3126 -0.03 0.29 -0.05
H -0.6153 1.9841 -0.8176 -0.06 -0.06 0.13
H 6.1378 -9.5420 -1.2460 0.02 0.01 0.00
H -4.3145 3.0363 4.2613 0.02 -0.02 -0.06
H -2.6974 1.2248 -1.9332 0.13 -0.10 -0.02
H 1.5913 0.1341 -0.7269 -0.04 -0.13 0.17
H -2.3480 -1.9421 -1.4379 -0.26 -0.16 0.08
H -4.5999 3.2446 -0.8797 -0.15 -0.06 0.06
H -5.9091 3.4766 3.6041 0.00 -0.02 -0.06
H 3.8541 -7.6352 -2.1548 0.01 0.02 0.05
H 1.9208 2.4984 6.2560 -0.02 -0.02 -0.02
H 3.4239 3.1719 5.5484 0.02 -0.03 -0.04
H 6.3611 -8.9221 0.4075 0.02 0.05 0.00
H 3.7086 -3.8001 -1.2602 -0.03 0.05 -0.01
H -3.3887 0.6783 -0.4085 0.14 -0.11 0.03
H 3.0446 0.1777 6.2543 -0.01 -0.01 -0.01
H 5.2675 -2.0960 1.8482 0.00 0.02 -0.02
H 0.2267 3.1132 -3.2680 -0.11 0.12 -0.04
H 0.4480 0.7782 -2.6280 -0.06 -0.14 0.03
H 2.0219 1.7805 -0.3589 0.05 0.19 -0.03
H 3.9430 -0.9945 2.3070 0.00 0.05 -0.09
H -3.9924 -0.6417 3.3365 -0.02 0.02 -0.05
H -3.2682 0.7853 4.1169 -0.01 0.03 -0.06
H -3.7845 0.2021 -3.7360 0.27 -0.26 -0.03
H -4.7161 0.0035 4.8308 -0.01 0.00 -0.01